Entry 1:
C27H51F5N5O2S | ωB97M-V/def2-TZVPD

Computed properties:
* total charge: +1
* electronic energy: -64788.324 eV

Geometry (Å):
C: -3.39133 -5.09515 2.58446
C: -2.22905 -6.05303 2.64923
O: -1.98662 -6.73022 3.60414
O: -1.40889 -6.07342 1.54068
C: -1.91904 -6.88626 0.46094
C: -1.03422 -6.69443 -0.75749
C: -1.41665 -5.50497 -1.64441
C: -1.61265 -4.19901 -0.87405
C: -0.28709 -3.60587 -0.37655
C: -0.45104 -2.68173 0.83665
N: -0.76290 -1.29048 0.43684
S: 0.47112 -0.19356 0.05419
C: -2.02978 -0.87763 0.34084
N: -3.11443 -1.61999 0.61107
C: -4.15879 -0.83086 0.41420
N: -5.44701 -1.10220 0.62526
C: -6.30994 -1.38483 -0.28307
C: -7.70945 -0.88530 -0.15205
C: -5.99652 -2.27007 -1.44603
N: -3.75282 0.41365 0.01993
C: -4.54736 1.57577 -0.25434
F: -5.48218 1.25987 -1.15888
F: -5.14971 1.99624 0.85312
C: -3.71229 2.75370 -0.83611
F: -2.89911 3.24286 0.09784
F: -4.54302 3.69670 -1.24303
F: -2.98812 2.32976 -1.87720
N: -2.37737 0.36267 -0.02753
H: -3.04452 -4.06119 2.63821
H: -3.95601 -5.21590 1.65878
H: -4.04593 -5.27969 3.43255
H: -1.93582 -7.92878 0.78122
H: -2.93388 -6.54707 0.22002
H: 0.01171 -6.63668 -0.44654
H: -1.10821 -7.61216 -1.34734
H: -2.35701 -5.74510 -2.15050
H: -0.66013 -5.37033 -2.42197
H: -2.27843 -4.35144 -0.02230
H: -2.11741 -3.47418 -1.52291
H: 0.40666 -4.39839 -0.09757
H: 0.14152 -2.99026 -1.17328
H: -1.27379 -3.00729 1.47177
H: 0.47601 -2.66774 1.40536
H: 0.80497 0.34261 1.24609
H: -8.42240 -1.71257 -0.16558
H: -7.81866 -0.32199 0.77067
H: -7.90892 -0.25958 -1.02469
H: -6.40436 -1.86846 -2.37468
H: -6.54047 -3.20308 -1.26263
H: -4.93914 -2.51400 -1.52933
H: -1.73650 1.10864 -0.26208
C: 4.91389 -1.62391 0.27344
C: 4.73939 -0.30848 1.02616
C: 4.31487 0.85176 0.12806
C: 5.30939 1.22701 -0.97098
C: 6.70182 1.60224 -0.46793
C: 6.70694 2.82978 0.43840
H: 5.70304 -1.55877 -0.47614
H: 5.17961 -2.43067 0.95732
H: 3.98815 -1.90748 -0.23470
H: 5.66415 -0.05892 1.55136
H: 3.97828 -0.44420 1.80125
H: 4.11785 1.72964 0.75241
H: 3.35837 0.59849 -0.34508
H: 4.89931 2.06893 -1.53847
H: 5.39606 0.40180 -1.68308
H: 7.33730 1.79987 -1.33426
H: 7.15732 0.75663 0.05416
H: 6.28684 3.69628 -0.07756
H: 7.72284 3.08375 0.74144
H: 6.12836 2.66465 1.34928
C: 2.49435 7.91864 -1.28475
C: 1.67899 7.25009 -0.18212
C: 2.51807 6.38292 0.75529
C: 3.21867 5.20106 0.08244
C: 2.28884 4.23370 -0.64665
C: 1.28082 3.55430 0.27528
H: 2.96246 7.18627 -1.94446
H: 1.86167 8.55636 -1.90278
H: 3.28244 8.54324 -0.86019
H: 0.87597 6.65633 -0.62968
H: 1.18813 8.02377 0.41320
H: 1.88155 6.01804 1.56699
H: 3.27831 7.00802 1.23224
H: 3.77883 4.64854 0.84438
H: 3.96480 5.57146 -0.62510
H: 2.90076 3.46444 -1.12659
H: 1.75944 4.74710 -1.45336
H: 1.79436 3.00376 1.06882
H: 0.67085 2.84423 -0.29173
H: 0.60391 4.27176 0.74175

---

Entry 2:
C42H85ClN3O27 | ωB97M-V/def2-TZVPD

Computed properties:
* total charge: +1
* electronic energy: -117193.189 eV

Geometry (Å):
C: -4.95493 -0.22849 5.82663
C: -4.67069 -1.62292 6.39951
C: -5.44203 -2.81428 5.75631
C: -6.03972 -2.58977 4.35996
C: -5.01411 -2.25330 3.26264
C: -5.34073 -2.84230 1.87266
C: -4.28301 -3.84724 1.39079
C: -3.11739 -3.13877 0.66193
C: -1.74823 -3.61061 1.14113
C: -0.58335 -2.80578 0.55049
C: 0.67978 -2.83827 1.44196
C: 1.97907 -2.95607 0.62668
C: 3.13079 -3.77352 1.22156
C: 2.86973 -4.83833 2.29332
N: 4.18373 -4.95465 2.95636
C: 4.97329 -3.92756 2.58375
N: 6.24640 -3.77628 2.99477
N: 4.32473 -3.02150 1.77361
Cl: 5.37855 -2.56696 0.46965
H: -6.00945 -0.08407 5.57868
H: -4.69486 0.53583 6.56749
H: -4.33704 -0.03100 4.94775
H: -3.59460 -1.80881 6.35394
H: -4.93849 -1.59580 7.46139
H: -4.72444 -3.63888 5.65558
H: -6.22683 -3.15028 6.43888
H: -6.55649 -3.51749 4.08045
H: -6.81954 -1.82101 4.38711
H: -4.98722 -1.16602 3.15186
H: -4.00675 -2.56269 3.57267
H: -5.38933 -2.03208 1.13888
H: -6.32377 -3.32101 1.88952
H: -3.86919 -4.34756 2.27699
H: -4.72180 -4.62859 0.76628
H: -3.21218 -2.05811 0.82660
H: -3.22886 -3.34665 -0.40963
H: -1.63109 -4.67838 0.91352
H: -1.72285 -3.50926 2.23549
H: -0.34034 -3.23283 -0.42965
H: -0.92205 -1.77879 0.39399
H: 0.69544 -1.89537 1.99684
H: 0.54913 -3.67612 2.13027
H: 1.79066 -3.33171 -0.38005
H: 2.38030 -1.94283 0.49666
H: 3.55187 -4.30438 0.35600
H: 2.42231 -5.77118 1.96121
H: 2.23168 -4.40883 3.07285
H: 4.61477 -5.86932 3.02947
H: 6.94459 -4.48218 2.83894
H: 6.54821 -2.90878 3.40849
C: 4.31110 2.17468 6.60560
O: 3.78836 0.84006 6.71353
C: 4.24106 -0.00545 5.81324
O: 5.02895 0.22167 4.93110
O: 3.67484 -1.20423 6.02810
C: 4.10546 -2.18038 5.09428
H: 3.84468 2.73517 7.40805
H: 5.39125 2.16936 6.73002
H: 4.04783 2.60742 5.64335
H: 5.18392 -2.31806 5.17548
H: 3.83485 -1.87449 4.08325
H: 3.60127 -3.10906 5.35338
C: 4.81882 0.66618 0.67544
O: 3.86146 1.70572 0.47150
C: 4.27715 2.67800 -0.35416
O: 5.33739 2.69424 -0.91734
O: 3.31754 3.58504 -0.43193
C: 3.61350 4.69943 -1.29391
H: 4.34350 -0.04071 1.35055
H: 5.06869 0.18558 -0.26756
H: 5.72144 1.06412 1.13667
H: 3.77059 4.35567 -2.31383
H: 4.48630 5.23964 -0.93508
H: 2.73741 5.33843 -1.25395
C: -5.27961 3.45633 3.77170
O: -4.97728 3.71328 2.39483
C: -4.41399 2.68077 1.77473
O: -4.15920 1.61269 2.26855
O: -4.17807 3.02223 0.50973
C: -3.58099 1.98412 -0.27272
H: -5.73985 4.35620 4.16626
H: -5.97032 2.61901 3.84863
H: -4.36869 3.23291 4.32337
H: -4.23387 1.11433 -0.31612
H: -2.61475 1.70040 0.14040
H: -3.45417 2.40062 -1.26691
C: 1.12993 3.86545 -7.11453
O: 1.31956 2.54777 -6.57949
C: 1.96474 2.51314 -5.42458
O: 2.38807 3.45653 -4.81183
O: 2.07376 1.23939 -5.03705
C: 2.75600 1.07209 -3.79371
H: 0.59629 3.73663 -8.05021
H: 0.53758 4.47232 -6.43337
H: 2.08748 4.34497 -7.30367
H: 2.22423 1.58176 -2.99087
H: 3.77474 1.45148 -3.85639
H: 2.76953 0.00136 -3.60964
C: -3.19372 4.43145 1.46348
O: -2.16590 3.68418 2.12427
C: -0.94416 3.88207 1.63215
O: -0.66266 4.60578 0.71467
O: -0.08734 3.14738 2.33921
C: 1.27842 3.28161 1.91686
H: -4.12759 4.18386 1.95882
H: -3.01370 5.50074 1.55732
H: -3.25219 4.15870 0.41172
H: 1.60786 4.31378 2.01736
H: 1.40470 2.94978 0.89283
H: 1.85725 2.64556 2.58066
C: 4.35907 5.41468 -9.94184
O: 3.03253 5.92108 -9.76132
C: 2.88139 7.19534 -10.12226
O: 3.74204 7.90580 -10.56383
O: 1.61491 7.53964 -9.90678
C: 1.30883 8.89488 -10.25499
H: 4.32684 4.38129 -9.60965
H: 4.64689 5.45837 -10.98994
H: 5.06961 5.97726 -9.33992
H: 1.48583 9.06646 -11.31445
H: 1.90754 9.58565 -9.66527
H: 0.25585 9.02598 -10.02728
C: -1.25769 -4.82553 -4.40625
O: -2.22946 -5.32296 -3.47976
C: -2.24352 -6.64732 -3.35711
O: -1.51851 -7.41254 -3.93577
O: -3.18666 -6.97779 -2.48216
C: -3.31933 -8.38735 -2.26143
H: -1.36663 -3.74557 -4.39419
H: -0.25211 -5.10348 -4.09542
H: -1.45149 -5.20533 -5.40686
H: -2.39358 -8.80250 -1.86820
H: -3.58640 -8.89519 -3.18542
H: -4.11708 -8.49667 -1.53397
C: 4.51630 -9.14338 -3.68179
O: 3.19932 -9.68553 -3.77691
C: 2.46654 -9.15865 -4.76352
O: 2.83520 -8.29380 -5.51265
O: 1.28385 -9.75288 -4.76635
C: 0.39329 -9.29587 -5.79456
H: 4.98868 -9.65994 -2.85126
H: 5.07622 -9.32542 -4.59667
H: 4.47943 -8.07261 -3.48627
H: 0.81661 -9.49296 -6.77742
H: 0.18343 -8.23708 -5.67546
H: -0.52263 -9.86255 -5.66546
C: -1.59912 7.36333 3.72493
O: -2.88427 7.95110 3.93238
C: -2.94194 9.24906 3.63369
O: -2.02948 9.91493 3.22565
O: -4.17933 9.67403 3.86492
C: -4.38558 11.06319 3.58546
H: -1.68938 6.31604 4.00212
H: -1.30840 7.43770 2.67810
H: -0.84974 7.83767 4.35556
H: -4.19252 11.27497 2.53601
H: -3.74125 11.67855 4.20961
H: -5.42721 11.25793 3.81951

---

Entry 3:
C3H17N2O6 | ωB97M-V/def2-TZVPD

Computed properties:
* total charge: +1
* energy above the lowest of the compared OMol25 structures with the same formula, charge and spin: 0.000 eV
* electronic energy: -18646.962 eV

Geometry (Å):
C: 0.37631 1.73438 -1.22421
C: 0.94494 1.49916 -0.02837
N: 1.32383 0.16638 0.03584
C: 0.90288 -0.42264 -1.09108
N: 0.55485 0.54131 -1.95182
H: -0.05209 2.57605 -1.71955
H: 1.31553 2.23300 0.70102
H: 1.84494 -0.30771 0.76565
H: 1.00193 -1.44757 -1.34959
H: -0.01401 0.44684 -2.81191
H: 0.18686 1.98139 -4.60256
H: -1.05749 1.21191 -4.48802
O: -0.09924 1.05862 -4.51098
H: -2.78685 1.50727 1.61509
H: -2.16315 0.28110 0.90713
O: -1.95480 1.05498 1.46597
H: 1.10076 -1.24045 3.21444
H: 1.79915 -2.54847 2.93401
O: 1.42148 -1.78861 2.47971
H: -2.55353 -0.68313 -1.04849
H: -1.59746 -1.52735 -0.09183
O: -1.66104 -0.77958 -0.71194
H: 0.75322 1.20000 4.19398
H: -0.29505 1.22536 3.07642
O: 0.57170 0.85472 3.30917
H: -1.13828 -3.82038 0.93885
H: -0.53264 -2.56736 1.72969
O: -1.03844 -2.85214 0.96211

---

Entry 4:
C30H64BrClFN3O9 | ωB97M-V/def2-TZVPD

Computed properties:
* electronic energy: -140321.210 eV

Geometry (Å):
C: -1.26132 1.67747 -0.26457
C: -1.93127 2.73836 -1.19776
F: -1.45081 4.02380 -0.81358
C: -3.51904 2.77775 -1.07041
N: -3.94623 1.36943 -0.72984
C: -5.37545 1.36487 -0.97581
N: -5.94530 0.23414 -1.28670
O: -5.23879 -0.92166 -1.37405
N: -6.02051 2.63556 -0.89880
C: -7.42719 2.58492 -0.45762
C: -7.49277 3.39251 0.92211
O: -7.39791 4.56985 0.93940
Cl: -7.66829 2.51688 2.49664
C: -5.80472 3.25691 -2.22500
Br: -6.49580 5.13340 -2.23902
C: -6.56178 2.51725 -3.39765
O: -5.95053 1.87241 -4.27250
O: -7.86229 2.58779 -3.50272
C: -4.20869 3.27110 -2.42415
C: -3.62955 4.67698 -2.85159
H: -0.14950 1.76282 -0.43914
H: -1.53677 0.63345 -0.56133
H: -1.40401 1.88615 0.83083
H: -1.71465 2.54090 -2.27968
H: -3.71992 3.49423 -0.21919
H: -3.90246 1.27613 0.29947
H: -6.95103 0.19434 -1.47785
H: -5.13545 -1.30727 -0.48208
H: -8.17130 3.08005 -1.12916
H: -7.80371 1.55573 -0.19733
H: -3.87219 2.54268 -3.20584
H: -3.63912 5.41998 -2.01880
H: -4.08459 5.04380 -3.80428
H: -2.53874 4.49840 -3.09148
C: 0.24933 -4.31269 0.40084
C: -1.15934 -3.75035 0.31845
O: -1.24435 -2.52779 -0.40024
C: -0.82770 -2.56596 -1.75916
C: -1.62656 -3.53717 -2.61072
H: 0.92310 -3.58801 0.86398
H: 0.25925 -5.22935 0.99354
H: 0.65228 -4.54951 -0.58500
H: -1.51346 -3.53851 1.32953
H: -1.85151 -4.48677 -0.10358
H: 0.24467 -2.77888 -1.81929
H: -0.96348 -1.55582 -2.15290
H: -1.52143 -4.56685 -2.26505
H: -1.29057 -3.49608 -3.64851
H: -2.68996 -3.28785 -2.57781
C: 3.45417 -8.19106 2.80664
C: 3.58846 -7.11840 1.73864
O: 3.03839 -5.86659 2.11705
C: 3.60121 -5.25363 3.26767
C: 5.08659 -4.96538 3.13782
H: 2.40366 -8.33631 3.07137
H: 3.86031 -9.13861 2.44626
H: 3.98802 -7.92592 3.72039
H: 3.04300 -7.43766 0.84823
H: 4.63322 -6.99701 1.43424
H: 3.39445 -5.85865 4.15729
H: 3.06758 -4.31032 3.40608
H: 5.67115 -5.87663 3.00380
H: 5.45486 -4.46049 4.03301
H: 5.27661 -4.32541 2.27292
C: 9.41880 -7.58312 1.29149
C: 9.16223 -6.14288 1.70297
O: 8.54884 -6.01554 2.97612
C: 9.26889 -6.54559 4.07840
C: 10.63354 -5.90878 4.27699
H: 8.48483 -8.15099 1.28829
H: 9.85627 -7.62010 0.29165
H: 10.10510 -8.08653 1.97407
H: 8.47732 -5.68805 0.98464
H: 10.08457 -5.55421 1.66591
H: 9.35257 -7.63395 3.98682
H: 8.65792 -6.35703 4.96408
H: 11.29050 -6.07279 3.42127
H: 11.12192 -6.32703 5.15936
H: 10.53445 -4.82916 4.41125
C: -2.08123 3.53467 4.60503
C: -1.07756 2.46362 4.21044
O: -0.04405 2.93745 3.36268
C: 0.77406 3.97369 3.88464
C: 1.50815 3.58681 5.15696
H: -2.53465 3.97916 3.71516
H: -2.87112 3.10510 5.22506
H: -1.61499 4.34165 5.17176
H: -1.59799 1.68101 3.65362
H: -0.65064 1.98097 5.09562
H: 0.18253 4.88333 4.03311
H: 1.50724 4.20632 3.10952
H: 0.82071 3.34962 5.97072
H: 2.14934 4.40599 5.48814
H: 2.12908 2.70443 4.98553
C: -3.00324 8.93490 -5.80702
C: -2.28548 7.81957 -5.06537
O: -2.46373 6.54014 -5.65158
C: -2.00735 6.38906 -6.98667
C: -0.52059 6.65196 -7.15497
H: -4.07383 8.72425 -5.86868
H: -2.86114 9.88679 -5.29087
H: -2.63347 9.05064 -6.82702
H: -2.68920 7.75308 -4.05297
H: -1.21867 8.04256 -4.95869
H: -2.59684 7.01941 -7.66102
H: -2.21833 5.35522 -7.26853
H: -0.25350 7.67704 -6.89255
H: -0.22092 6.48239 -8.19113
H: 0.05944 5.98744 -6.51024

---

Entry 5:
C4H38N3O14 | ωB97M-V/def2-TZVPD

Computed properties:
* total charge: +2
* energy above the lowest of the compared OMol25 structures with the same formula, charge and spin: 2.875 eV
* electronic energy: -37880.186 eV
* spin multiplicity: 2

Geometry (Å):
N: -1.78852 0.71604 -0.78736
C: -1.22165 1.99378 -1.37084
C: 0.08756 1.66354 -2.21090
N: 1.08225 0.97211 -1.46051
C: 2.11048 1.88142 -0.73952
C: 2.56694 0.88273 0.33499
N: 3.46914 1.48129 1.15444
O: 2.33689 -0.29262 0.38946
H: -1.01640 0.09457 -0.66104
H: -2.02680 0.95978 0.15257
H: -2.67839 0.21348 -1.36000
H: -1.87191 2.47422 -2.15144
H: -0.87043 2.70401 -0.56425
H: -0.33911 1.31772 -3.10123
H: 0.43581 2.60690 -2.71717
H: 1.65591 0.14257 -1.83766
H: 2.81294 2.23911 -1.50195
H: 1.49092 2.69110 -0.27764
H: 4.06724 0.93284 1.80883
H: 3.62836 2.45698 1.25908
H: 0.88206 -0.59226 3.09643
H: -0.03248 -1.30717 1.98264
O: -0.00895 -0.87872 2.85322
H: -4.28991 0.04030 0.86731
H: -5.37231 0.04307 -0.10707
O: -4.51216 0.39839 -0.08796
H: 1.54734 -1.60567 -0.11761
H: 1.99485 -3.19096 -0.60198
O: 1.27132 -2.64795 -0.28788
H: 2.66237 -0.89926 -4.29739
H: 3.08847 -0.87459 -2.64486
O: 2.32340 -0.82034 -3.32638
H: 2.35897 1.33518 3.64634
H: 1.82426 0.63782 5.03145
O: 1.74649 0.98565 4.16003
H: 0.36311 -2.98570 -3.68841
H: -0.55508 -3.77969 -2.71901
O: -0.48903 -3.29883 -3.60354
H: 3.97486 -3.41996 -1.48248
H: 2.84083 -3.14376 -2.56786
O: 3.27768 -2.85570 -1.81397
H: -1.73419 1.52249 3.83350
H: -1.07089 0.26055 3.05626
O: -1.48884 1.20615 2.97100
H: 0.92644 2.09210 2.18639
H: 1.05142 2.97476 3.18994
O: 1.56790 2.77910 2.38674
H: -1.16844 -4.30792 -0.31830
H: -0.09314 -3.43631 -0.95429
O: -1.08337 -3.81927 -0.99466
H: -2.72334 -1.91465 -1.73043
H: -1.93726 -1.73548 -3.09215
O: -2.74282 -1.40252 -2.53418
H: -2.89999 -0.27581 2.89857
H: -3.46647 -1.64944 2.24279
O: -3.29749 -0.64440 2.14447
H: -2.71054 2.18497 2.07641
H: -3.28498 3.73638 2.14200
O: -2.67132 3.15789 1.84709

---

Molar mass values (in g/mol) by entry order: 604.795 1099.589 177.177 745.209 352.355.
Largest force on an atom values (in eV Å⁻¹) by entry order: 1.6 11.9 2.7 5.1 11.3.